No. 1
Density functional theory data (ωB97M-V/def2-TZVPD) for a 2-piece molecular cluster, C4H6O overall.

Last column: natural (NBO) charge in e.
Geometry (Å):
C -1.651 -0.413 0.486  -0.18
C -1.793 0.643 -0.267  -0.19
C -0.582 -0.099 -0.569  -0.31
C 1.367 0.503 0.328  -0.06
O 2.378 -0.214 -0.231  -0.70
H -1.803 -1.243 1.068  0.22
H -2.472 1.229 -0.796  0.21
H -0.427 -0.887 -1.278  0.17
H 1.091 0.134 1.299  0.17
H 1.500 1.483 -0.133  0.20
H 2.392 -1.136 0.091  0.47

Relative energy (zero: lowest compared OMol25 entry of this formula, charge and spin): 122.10 kcal/mol
Net charge: 0

=====

No. 2
Density functional theory data (ωB97M-V/def2-TZVPD) for C25H70Cl2I2N11NaO5P3 as an isolated structure.

Last column: Löwdin charge in e.
Geometry (Å):
Na 0.194 -2.073 -0.293  -0.12
I -0.831 -0.659 2.121  0.12
I 0.922 -5.391 -0.894  -0.35
C 1.362 -4.907 -5.238  -0.93
Cl 2.631 -3.943 -6.185  0.42
Cl 1.388 -6.572 -5.860  0.48
H 1.705 -4.891 -4.179  -0.01
H 0.391 -4.476 -5.404  0.01
C 1.076 -2.112 5.048  -0.35
O 1.893 -1.479 5.706  -0.02
N 0.034 -2.767 5.626  -0.20
C -1.108 -3.263 4.878  -0.10
C -0.050 -2.890 7.055  -0.06
H 0.989 -2.182 3.978  0.05
H -0.880 -3.174 3.830  0.01
H -2.026 -2.629 5.065  0.10
H -1.341 -4.312 5.098  0.09
H -1.006 -2.437 7.311  0.09
H 0.059 -3.920 7.307  0.08
H 0.723 -2.369 7.596  0.08
C -4.411 -5.013 0.535  -0.41
O -5.128 -5.746 -0.078  0.00
N -3.301 -4.462 0.041  -0.19
C -2.569 -3.546 0.901  -0.13
C -2.960 -4.390 -1.394  -0.05
H -4.638 -4.632 1.628  0.15
H -3.134 -3.213 1.801  0.08
H -2.466 -2.608 0.330  0.03
H -1.592 -4.004 1.075  0.06
H -3.245 -5.366 -1.850  0.10
H -3.582 -3.551 -1.738  0.07
H -1.898 -4.113 -1.541  0.02
O -2.749 5.699 0.834  -0.28
P -2.354 5.437 2.213  0.49
N -1.010 4.570 2.451  -0.32
C -0.797 3.357 1.649  -0.10
C -0.092 4.794 3.529  -0.11
N -3.555 4.673 3.110  -0.32
C -3.411 3.736 4.174  -0.13
C -4.921 5.167 2.825  -0.08
N -2.125 6.906 3.046  -0.32
C -2.493 7.106 4.380  -0.15
C -1.447 8.005 2.434  -0.12
H -1.045 2.443 2.182  -0.01
H 0.243 3.260 1.169  0.11
H -1.546 3.450 0.880  0.05
H -0.334 4.151 4.357  0.07
H -0.137 5.813 3.911  0.06
H 0.954 4.614 3.109  0.11
H -3.819 2.726 3.949  0.10
H -2.380 3.510 4.448  0.06
H -3.808 4.160 5.143  0.09
H -5.066 5.993 3.487  0.06
H -4.936 5.422 1.766  0.07
H -5.648 4.365 3.003  0.09
H -1.677 7.058 5.133  0.09
H -3.020 8.056 4.414  0.09
H -3.229 6.345 4.571  0.05
H -1.473 7.848 1.373  0.07
H -0.447 8.166 2.790  0.07
H -2.007 8.942 2.494  0.08
O -0.876 -1.812 -2.165  -0.31
P -1.038 -0.799 -3.232  0.57
N 0.489 -0.241 -3.757  -0.28
C 0.738 0.933 -4.569  -0.12
C 1.437 -1.318 -4.191  -0.10
N -1.727 0.657 -2.801  -0.29
C -0.943 1.208 -1.715  -0.13
C -3.044 1.249 -3.018  -0.07
N -1.717 -1.534 -4.575  -0.27
C -1.523 -0.929 -5.929  -0.10
C -2.913 -2.415 -4.507  -0.07
H 0.229 1.773 -4.169  0.06
H 0.345 0.877 -5.592  0.06
H 1.830 1.098 -4.529  0.08
H 1.241 -2.262 -3.680  0.07
H 2.420 -1.055 -3.790  0.06
H 1.356 -1.494 -5.251  0.04
H -0.760 2.242 -1.879  0.08
H -1.431 1.036 -0.757  0.06
H 0.027 0.736 -1.646  0.05
H -2.916 2.209 -3.481  0.07
H -3.590 0.569 -3.724  0.09
H -3.566 1.385 -2.101  0.07
H -2.002 -1.508 -6.673  0.06
H -2.015 0.033 -6.007  0.08
H -0.521 -0.766 -6.337  0.06
H -3.674 -1.921 -5.082  0.07
H -3.210 -2.663 -3.452  0.07
H -2.582 -3.258 -5.081  0.07
O 2.231 -1.497 -0.641  -0.32
P 3.688 -1.212 -0.636  0.53
N 4.113 0.049 -1.703  -0.29
C 5.465 0.231 -2.227  -0.11
C 3.192 1.151 -1.837  -0.12
N 4.691 -2.402 -1.151  -0.28
C 4.507 -2.987 -2.544  -0.07
C 4.954 -3.564 -0.239  -0.09
N 4.182 -0.817 0.864  -0.31
C 3.239 -0.630 1.962  -0.09
C 5.517 -0.426 1.231  -0.13
H 5.379 0.620 -3.201  0.06
H 5.982 -0.704 -2.397  0.07
H 6.024 0.869 -1.530  0.08
H 2.154 0.803 -1.863  0.06
H 3.330 1.650 -2.785  0.06
H 3.287 1.958 -1.093  0.09
H 5.486 -3.329 -2.821  0.07
H 3.798 -3.827 -2.560  0.07
H 4.175 -2.150 -3.147  0.05
H 4.019 -4.055 -0.065  0.03
H 5.578 -4.379 -0.661  0.09
H 5.303 -3.221 0.736  0.07
H 2.207 -0.590 1.533  0.02
H 3.343 -1.428 2.719  0.09
H 3.494 0.270 2.540  0.09
H 5.583 0.611 1.491  0.07
H 6.264 -0.726 0.471  0.08
H 5.883 -0.979 2.143  0.10

DFT total energy: -4675.5343 a.u.
Net charge: -1

=====

No. 3
Density functional theory data (ωB97M-V/def2-TZVPD) for C26H46O2P2Tc as an isolated structure.

Last column: Mulliken spin population.
Geometry (Å):
Tc 0.209 -0.493 1.934  1.66
C 0.670 0.093 4.835  0.15
C 1.433 0.266 3.562  0.04
C -0.057 2.050 3.893  -0.05
C -0.271 1.113 4.937  0.12
C 0.998 1.598 3.059  0.17
C 1.009 -0.837 5.928  0.01
H 1.670 -1.629 5.574  0.00
H 0.111 -1.307 6.349  0.01
H 1.515 -0.319 6.761  0.02
C -1.265 1.301 6.028  0.01
H -1.277 0.445 6.713  0.00
H -2.281 1.429 5.618  0.00
H -1.039 2.198 6.623  0.00
C -0.743 3.356 3.802  -0.01
H -0.502 3.976 4.678  0.00
H -1.831 3.217 3.780  0.00
H -0.442 3.910 2.909  -0.01
C 1.795 2.514 2.208  0.01
H 2.032 3.445 2.747  0.02
H 1.235 2.781 1.300  0.02
H 2.745 2.068 1.902  0.00
C 2.854 -0.180 3.517  0.03
H 3.397 0.244 4.374  0.00
H 3.348 0.127 2.590  0.00
H 2.918 -1.275 3.581  -0.01
C -0.387 -2.322 0.871  -0.20
C 0.852 -2.495 1.557  0.08
C 2.152 -2.601 0.800  0.00
C 2.400 -1.359 -0.070  0.02
C 1.673 -0.124 0.431  -0.05
C 0.365 0.248 -0.029  -0.06
C -0.402 -0.594 -1.021  -0.03
C -0.523 -2.070 -0.612  -0.02
H 2.174 -3.507 0.173  0.01
H 2.153 -1.583 -1.120  0.00
H 2.970 -2.717 1.523  0.00
H 0.191 -2.689 -1.174  -0.01
H -1.221 -2.930 1.249  0.03
H 0.829 -3.155 2.437  -0.01
H -1.520 -2.427 -0.914  0.00
H -1.411 -0.166 -1.123  0.00
H 0.163 1.323 -0.124  0.03
H 0.049 -0.517 -2.024  0.02
H 3.478 -1.141 -0.050  0.00
H 2.361 0.717 0.569  -0.01
P -0.697 -0.670 -4.392  0.38
P -0.567 1.994 -5.652  0.36
C -0.839 -0.729 -6.259  -0.01
C -1.209 0.655 -6.795  0.02
H -1.607 -1.473 -6.521  0.00
H 0.125 -1.075 -6.667  0.00
H -0.794 0.821 -7.799  0.01
H -2.303 0.776 -6.859  0.00
C -1.376 3.366 -6.563  0.06
H -1.013 4.315 -6.160  0.00
H -2.461 3.301 -6.418  0.00
H -1.152 3.317 -7.635  0.02
C 1.112 2.145 -6.407  0.03
H 1.042 2.115 -7.502  0.01
H 1.769 1.343 -6.052  0.00
H 1.528 3.112 -6.099  0.00
C -2.288 -1.520 -4.016  0.05
H -2.331 -1.794 -2.953  -0.01
H -2.389 -2.412 -4.649  0.01
H -3.110 -0.826 -4.236  0.00
C 0.554 -2.009 -4.233  0.05
H 1.508 -1.635 -4.634  0.00
H 0.239 -2.892 -4.807  0.02
H 0.700 -2.280 -3.181  -0.01
C -3.206 -1.385 4.078  0.00
C -2.160 -0.766 3.197  0.00
O -2.278 0.273 2.516  0.02
O -1.037 -1.436 3.238  0.03
H -2.990 -1.108 5.114  0.00
H -3.157 -2.471 4.007  0.00
H -4.192 -1.030 3.793  0.00

Multiplicity: 4
Relative energy (zero: lowest compared OMol25 entry of this formula, charge and spin): 0.00 kcal/mol
Net charge: +2